ORCA calculation (ωB97M-V/def2-TZVPD) on C6H10N2O in the gas phase at a distorted geometry.

Calculated values
ΔE to the lowest compared entry with this formula, charge and spin in eV: 4.5522
HOMO in eV: -8.999
Gap between HOMO and LUMO in eV: 9.70
Molecular weight in g/mol: 126.2

XYZ file:
```
19
Properties=species:S:1:pos:R:3:forces:R:3
H 0.21170 -1.93354 -1.12810 0.00 1.88 0.09
H -2.26813 0.40249 2.56583 0.25 0.03 0.04
H -0.95911 -0.72865 3.12388 -0.90 -0.20 -0.17
H -1.92129 -1.02654 1.58114 -0.42 -0.73 0.30
C -0.49681 -1.08865 -0.81891 0.72 -2.08 3.62
C -1.49777 -0.30535 2.25512 1.18 0.39 0.56
O 0.28269 1.39337 1.82866 -0.38 -0.19 0.84
C 2.10701 0.82964 -1.16243 1.21 -0.95 0.47
C -0.03455 -0.01131 0.15328 1.10 0.30 -0.09
H -0.43946 -0.75133 -2.79097 -3.99 1.38 2.97
H -1.14064 -1.77909 -0.27605 -0.35 0.09 1.03
C 1.01344 0.99630 -0.11008 0.23 -3.20 -2.43
N -1.28931 -0.65144 -1.86582 1.41 3.43 -6.31
N 1.24076 1.77573 0.84981 -1.20 0.57 2.22
H 3.01975 1.32518 -0.59862 -1.63 -0.19 -2.14
H 2.46972 -0.31765 -0.97873 -1.18 2.47 -1.31
C -0.42415 0.28495 1.43333 0.85 1.70 -2.31
H -1.66136 0.44230 -1.74992 1.80 -3.77 -0.57
H 1.78751 1.14361 -2.31142 1.31 -0.93 3.21
```
Positions in Å, forces in eV/Å.